[1]
Density functional theory data (ωB97M-V/def2-TZVPD) for a cluster of 2 separate species, C4H10NO in total.

The geometry in XYZ format:
```
16
Properties=species:S:1:pos:R:3:forces:R:3:lowdin_charge:R:1
C -0.425 -0.638 -2.898 2.0 -2.0 1.0 0.141
C -0.206 -0.817 -1.562 0.2 -2.0 -3.5 -0.118
C -1.022 0.690 1.643 4.5 1.3 2.6 -0.047
C -0.712 0.101 -0.658 1.6 -3.2 2.5 -0.060
N -0.579 -0.176 0.599 -0.5 -1.4 0.6 -0.006
O 2.041 0.385 0.921 0.5 0.5 0.7 -0.057
H 0.045 -1.436 -3.491 -0.5 0.4 -0.1 0.092
H -0.840 0.154 -3.467 -0.6 0.9 0.1 0.079
H 0.288 -1.808 -1.322 -0.6 1.6 0.3 0.152
H -2.041 0.869 1.644 -1.9 0.5 0.0 0.073
H -0.655 0.243 2.625 -1.0 0.4 -1.2 0.125
H -0.322 1.617 1.627 -1.7 -1.1 -0.2 0.133
H -1.172 0.927 -1.052 -1.1 2.4 -0.2 0.140
H -0.202 -1.111 1.004 -0.5 2.1 -1.9 0.221
H 2.379 1.286 0.778 -0.1 -0.4 -0.1 0.066
H 2.419 0.167 1.791 -0.1 -0.1 -0.4 0.066
```
Forces are in eV/Å.

Computed properties:
Charge = +1
HOMO-LUMO gap = 0.3541 Ha
Energy relative to the best compared isomer or geometry (same formula, charge and spin) = 180.12 kJ/mol
E_HOMO = -14.65 eV

---

[2]
Density functional theory data (ωB97M-V/def2-TZVPD) for a structure of composition C35H45N3OPSV.

The geometry in XYZ format:
```
87
Properties=species:S:1:pos:R:3:forces:R:3:lowdin_charge:R:1
V 0.414 0.219 -0.104 1.4 0.2 -0.2 0.703
C -4.654 -4.323 0.394 0.0 0.1 0.0 -0.055
C -3.437 -4.389 -0.267 0.0 -0.1 -0.1 -0.061
C -2.522 -3.354 -0.147 0.0 0.1 0.0 -0.084
C -2.831 -2.243 0.634 0.4 -0.1 -0.1 -0.343
C -4.056 -2.178 1.300 0.0 0.0 -0.1 -0.091
C -4.964 -3.215 1.173 -0.1 0.0 0.0 -0.057
P -1.647 -0.867 0.758 -1.4 0.3 0.5 1.089
C -1.921 -0.367 2.512 0.2 -0.1 0.0 -0.377
C -2.420 0.876 2.900 0.0 0.0 0.0 -0.088
C -2.573 1.182 4.249 0.0 0.0 0.0 -0.063
C -2.236 0.251 5.222 0.0 0.0 0.1 -0.077
C -1.741 -0.993 4.847 0.1 -0.1 0.0 -0.077
C -1.577 -1.296 3.502 0.0 0.1 -0.1 -0.113
C -2.317 0.548 -0.155 0.2 -0.2 -0.1 -0.414
C -3.634 0.922 -0.382 0.0 0.0 -0.1 -0.062
C -3.863 2.099 -1.081 -0.1 -0.1 0.1 -0.051
C -2.797 2.874 -1.525 0.2 0.1 -0.1 -0.060
C -1.484 2.477 -1.297 -0.2 0.0 -0.1 -0.108
C -1.218 1.287 -0.618 -0.5 0.3 0.1 -0.270
H -5.367 -5.132 0.300 0.0 0.0 0.0 0.115
H -3.200 -5.251 -0.877 0.0 0.0 0.0 0.114
H -1.568 -3.405 -0.660 0.0 0.0 0.0 0.094
H -4.300 -1.322 1.918 0.0 0.0 0.0 0.108
H -5.917 -3.160 1.682 0.0 0.0 0.0 0.115
H -2.723 1.598 2.152 0.0 0.0 0.0 0.110
H -2.988 2.140 4.535 0.0 0.0 0.0 0.115
H -2.388 0.479 6.269 0.0 0.0 0.0 0.114
H -1.518 -1.741 5.598 0.0 0.0 0.0 0.113
H -1.232 -2.282 3.205 0.0 0.0 0.1 0.116
H -4.458 0.313 -0.031 0.0 0.0 0.0 0.110
H -4.877 2.421 -1.280 0.0 0.0 0.0 0.116
H -2.991 3.793 -2.065 0.0 0.0 0.0 0.112
H -0.677 3.095 -1.675 0.0 0.0 0.0 0.063
O 2.055 1.532 -0.456 -0.4 -0.5 0.4 -0.609
S 2.103 2.783 -1.335 0.4 0.4 -0.4 1.036
C 2.839 2.263 -2.922 -0.1 0.2 0.0 -0.293
C 4.019 3.192 -3.174 0.0 0.0 0.1 -0.213
C 4.723 3.337 -1.829 0.0 0.0 -0.1 -0.215
C 3.629 3.663 -0.817 -0.1 -0.1 -0.2 -0.285
H 2.074 2.314 -3.694 0.0 -0.1 0.1 0.093
H 3.145 1.227 -2.765 0.0 0.0 0.0 0.105
H 3.661 4.162 -3.527 0.1 0.0 0.0 0.126
H 4.676 2.780 -3.939 0.0 0.0 0.0 0.130
H 5.476 4.124 -1.844 0.0 0.0 0.0 0.126
H 5.214 2.398 -1.570 0.0 0.0 0.0 0.123
H 3.381 4.724 -0.821 0.0 0.0 0.0 0.099
H 3.856 3.340 0.197 -0.1 0.0 0.1 0.087
N 2.728 1.031 4.237 0.0 0.0 0.1 0.076
C 2.968 -0.278 3.540 -0.1 -0.3 -0.3 -0.069
C 2.574 -0.165 2.070 0.1 -0.1 0.2 -0.151
N 1.176 0.270 1.924 0.1 -0.1 0.1 -0.121
C 0.988 1.579 2.568 0.2 0.0 0.2 -0.149
C 1.317 1.512 4.055 -0.4 0.1 -0.2 -0.069
H 3.372 1.730 3.862 0.0 0.0 0.0 0.189
H 2.939 0.939 5.231 0.0 0.0 0.0 0.192
H 2.356 -1.029 4.041 0.0 0.1 0.1 0.147
H 4.015 -0.556 3.649 0.0 0.1 0.1 0.147
H 2.705 -1.140 1.599 0.0 0.0 0.0 0.125
H 3.214 0.542 1.538 0.0 0.0 0.0 0.125
H 0.568 -0.410 2.384 -0.1 0.1 0.1 0.087
H -0.043 1.901 2.458 -0.1 0.0 0.0 0.121
H 1.626 2.305 2.057 0.0 0.0 0.0 0.127
H 0.649 0.803 4.548 0.1 -0.1 0.1 0.129
H 1.204 2.483 4.533 0.1 0.0 0.0 0.149
C -1.479 -1.430 -3.608 0.2 0.1 0.0 -0.069
N -0.336 -0.848 -4.290 0.1 0.0 -0.1 -0.250
C -0.736 0.166 -5.249 0.0 0.0 0.1 -0.090
C 0.707 -0.359 -3.406 -0.2 -0.3 0.1 -0.199
C 1.234 -1.438 -2.485 0.0 0.0 0.0 -0.237
C 1.942 -2.498 -3.045 -0.1 0.0 0.0 -0.019
C 2.339 -3.573 -2.265 0.1 0.0 0.0 -0.058
C 2.032 -3.596 -0.913 0.1 0.0 0.1 -0.081
C 1.358 -2.523 -0.346 0.0 0.0 0.0 -0.160
C 0.964 -1.417 -1.107 0.0 -0.3 -0.5 -0.218
H -2.234 -1.707 -4.341 0.0 0.0 0.0 0.094
H -1.932 -0.729 -2.893 -0.1 0.1 0.1 0.082
H -1.176 -2.328 -3.071 0.0 0.0 0.0 0.080
H -1.441 -0.266 -5.957 0.0 0.0 0.0 0.090
H 0.137 0.507 -5.806 0.0 0.0 0.0 0.086
H -1.213 1.037 -4.768 0.0 0.0 0.0 0.088
H 0.347 0.490 -2.776 0.0 0.1 -0.2 0.097
H 1.509 0.000 -4.056 0.0 0.1 0.1 0.112
H 2.158 -2.485 -4.107 0.0 0.0 0.0 0.126
H 2.873 -4.401 -2.711 0.0 0.0 0.0 0.113
H 2.313 -4.445 -0.302 0.0 0.0 0.0 0.108
H 1.106 -2.576 0.714 0.0 0.0 0.0 0.082
```
Forces are in eV/Å.

Computed properties:
Charge = +2
HOMO-LUMO gap (alpha / beta) = 0.2530 / 0.2542 Ha
Multiplicity = 3
Energy relative to the best compared isomer or geometry (same formula, charge and spin) = 70.61 kJ/mol
E_HOMO (alpha / beta) = -12.33 / -12.36 eV

---

[3]
Density functional theory data (ωB97M-V/def2-TZVPD) for an isolated molecule of C9H10O2.

The geometry in XYZ format:
```
21
Properties=species:S:1:pos:R:3:forces:R:3:lowdin_charge:R:1
C -1.850 -1.104 1.400 0.1 -2.5 1.4 0.083
C -0.842 -0.871 0.556 -1.8 0.2 2.7 -0.239
C 0.471 -0.289 0.876 -0.2 0.5 -3.2 -0.153
C 1.063 0.246 1.907 -0.3 -0.7 3.2 0.092
C 0.916 0.016 -0.643 -0.4 -0.5 1.6 -0.413
C 2.382 -0.086 -0.697 0.5 -1.5 -0.2 -0.191
O 3.176 0.793 -0.492 -0.3 -0.1 -0.1 0.086
C 0.199 1.280 -1.017 0.4 -0.1 -1.1 -0.072
C -1.249 0.781 -1.201 1.0 -1.2 1.4 -0.046
C -1.054 -0.768 -0.894 0.3 1.6 -0.4 -0.256
O 0.249 -1.026 -1.339 1.2 -0.4 -1.3 -0.013
H -2.737 -1.669 1.068 0.2 0.9 -0.2 0.073
H -1.734 -1.258 2.506 0.2 0.8 -1.1 0.082
H 1.938 0.869 1.827 0.3 -0.1 -0.2 0.071
H 0.716 0.020 2.978 0.3 0.5 -1.7 0.105
H 2.647 -1.185 -0.842 0.4 0.9 0.0 0.159
H 0.633 1.626 -1.971 -0.2 0.4 0.5 0.137
H 0.371 1.921 -0.165 -0.3 0.9 -0.4 0.125
H -1.802 1.139 -0.356 -1.0 0.6 -0.2 0.108
H -1.667 0.932 -2.174 -0.3 0.3 -0.4 0.108
H -1.828 -1.372 -1.326 0.0 -0.6 -0.2 0.156
```
Forces are in eV/Å.

Computed properties:
HOMO-LUMO gap = 0.3484 Ha
SMILES string = C=C1C(=C)[C@]2(C=O)CC[C@H]1O2
Energy relative to the best compared isomer or geometry (same formula, charge and spin) = 285.71 kJ/mol
E_HOMO = -9.21 eV